The following is a DFT calculation (the ωB97M-V functional and the def2-TZVPD basis) of a structure of composition C29H60N8O5P2S.

Computed properties:
Lowest unoccupied orbital energy, eV: -0.88
Highest occupied orbital energy, eV: -7.73
Spin multiplicity: 1

Last column: Mulliken charge in e.
Positions of all 105 atoms, in Å:
C (3.929, 1.355, -3.154)  -0.790
C (3.454, 1.346, -4.676)  0.706
O (2.365, 1.802, -4.929)  -0.517
O (4.310, 0.806, -5.662)  -0.428
C (3.958, -0.601, -5.785)  0.577
C (5.257, -1.522, -5.823)  -1.138
C (5.030, -2.853, -5.032)  0.738
C (3.942, -3.818, -5.315)  0.609
O (3.093, -3.513, -6.372)  -0.413
C (1.721, -3.877, -6.117)  -0.994
C (0.934, -2.795, -5.222)  2.786
C (-0.267, -2.205, -6.106)  -1.539
C (0.280, -3.583, -4.012)  -1.132
C (-0.453, -2.679, -2.930)  0.670
C (-0.102, -3.325, -1.499)  -1.383
C (0.050, -1.174, -2.861)  -0.946
C (3.886, -5.063, -4.452)  -0.527
C (4.838, -5.354, -3.373)  -0.746
C (5.984, -4.423, -3.043)  0.466
N (6.987, -4.547, -2.099)  -0.670
S (7.893, -3.144, -2.338)  0.147
N (7.109, -2.335, -3.574)  -0.562
C (6.021, -3.152, -3.918)  0.477
H (5.052, 1.399, -3.183)  0.334
H (3.599, 0.366, -2.705)  0.192
H (3.502, 2.224, -2.592)  0.308
H (3.358, -0.778, -6.718)  0.175
H (3.342, -0.883, -4.882)  -0.427
H (5.603, -1.739, -6.869)  0.301
H (6.083, -0.939, -5.309)  0.368
H (1.568, -4.918, -5.724)  0.230
H (1.200, -3.850, -7.125)  0.345
H (1.648, -1.984, -4.892)  -1.282
H (-1.033, -1.675, -5.471)  0.348
H (-0.772, -3.032, -6.701)  0.386
H (0.184, -1.521, -6.894)  0.323
H (-0.507, -4.276, -4.445)  0.247
H (1.076, -4.215, -3.504)  0.227
H (-1.584, -2.708, -2.996)  0.265
H (1.033, -3.344, -1.442)  0.280
H (-0.507, -2.717, -0.643)  0.310
H (-0.433, -4.404, -1.434)  0.330
H (1.181, -1.206, -2.932)  -0.010
H (-0.198, -0.687, -1.872)  0.452
H (-0.419, -0.611, -3.715)  0.233
H (3.078, -5.814, -4.638)  0.325
H (4.727, -6.318, -2.804)  0.342
O (0.241, -1.450, 1.782)  -0.708
P (0.561, -0.751, 3.106)  0.969
N (1.559, -2.011, 3.689)  0.130
C (1.457, -2.761, 4.920)  -1.180
C (2.784, -2.305, 2.960)  -1.118
N (-1.059, -0.885, 3.692)  0.264
C (-1.521, -1.967, 4.534)  -1.157
C (-2.094, -0.572, 2.709)  -1.249
N (0.944, 0.179, 4.552)  0.023
C (2.330, 0.645, 4.688)  -1.044
C (-0.014, 1.035, 5.252)  -0.845
H (1.204, -2.134, 5.780)  0.332
H (2.401, -3.248, 5.185)  0.469
H (0.715, -3.560, 4.833)  0.297
H (3.634, -1.757, 3.386)  0.299
H (2.703, -2.018, 1.909)  0.293
H (3.017, -3.373, 2.975)  0.454
H (-1.431, -2.941, 4.033)  0.287
H (-2.569, -1.829, 4.812)  0.372
H (-0.985, -1.993, 5.483)  0.308
H (-2.306, -1.425, 2.048)  0.319
H (-1.795, 0.272, 2.085)  0.305
H (-3.027, -0.283, 3.201)  0.407
H (2.957, -0.143, 5.116)  0.261
H (2.438, 1.506, 5.348)  0.392
H (2.748, 0.926, 3.719)  0.321
H (-0.410, 0.498, 6.119)  0.211
H (-0.847, 1.345, 4.623)  0.155
H (0.430, 1.961, 5.628)  0.410
O (-3.816, 2.567, 3.073)  -0.808
P (-4.044, 3.975, 2.516)  0.958
N (-3.826, 4.757, 4.020)  0.196
C (-4.718, 5.652, 4.722)  -1.202
C (-2.519, 4.666, 4.654)  -0.884
N (-5.714, 3.683, 2.174)  0.169
C (-6.790, 4.017, 3.083)  -1.097
C (-5.996, 2.387, 1.560)  -1.121
N (-4.224, 5.554, 1.758)  -0.032
C (-3.029, 6.408, 1.724)  -1.051
C (-5.155, 5.839, 0.667)  -0.918
H (-5.204, 6.373, 4.058)  0.341
H (-4.192, 6.256, 5.468)  0.466
H (-5.486, 5.095, 5.266)  0.306
H (-1.894, 5.528, 4.386)  0.296
H (-1.985, 3.765, 4.344)  0.049
H (-2.599, 4.622, 5.744)  0.484
H (-6.704, 3.474, 4.034)  0.276
H (-7.762, 3.776, 2.647)  0.376
H (-6.832, 5.089, 3.277)  0.291
H (-6.048, 1.581, 2.304)  0.317
H (-5.224, 2.125, 0.833)  0.348
H (-6.945, 2.411, 1.015)  0.355
H (-2.922, 6.952, 2.668)  0.262
H (-3.058, 7.167, 0.942)  0.408
H (-2.126, 5.815, 1.567)  0.316
H (-6.053, 6.314, 1.074)  0.244
H (-5.451, 4.948, 0.116)  0.292
H (-4.746, 6.523, -0.081)  0.391


The following is a DFT calculation (the ωB97M-V functional and the def2-TZVPD basis) of a structure of composition C29H61As3KN2O2SSb.

Computed properties:
Lowest unoccupied orbital energy, eV: -1.15
Highest occupied orbital energy, eV: -5.47
Spin multiplicity: 1

Last column: Mulliken charge in e.
Positions of all 100 atoms, in Å:
K (3.088, 1.681, 3.184)  0.875
C (2.718, 4.166, -0.144)  -1.042
As (1.027, 3.406, -1.050)  0.363
C (0.987, 4.193, -2.873)  -1.056
C (-0.508, 4.673, -0.538)  -2.202
C (-1.872, 3.997, -0.486)  3.340
C (-2.219, 3.408, -1.864)  -2.039
C (-1.827, 2.821, 0.512)  -1.924
As (-0.568, 2.935, 2.092)  0.441
C (-0.631, 1.060, 2.653)  -1.270
C (-1.826, 3.641, 3.519)  -1.098
C (-3.026, 4.952, -0.072)  -1.872
As (-2.819, 7.019, -0.290)  0.313
C (-4.695, 7.630, -0.474)  -1.102
C (-2.656, 7.011, -2.276)  -1.097
H (2.606, 4.201, 0.987)  0.216
H (2.836, 5.211, -0.564)  0.365
H (3.622, 3.611, -0.372)  0.369
H (-0.030, 4.520, -3.083)  0.336
H (1.250, 3.369, -3.649)  0.315
H (1.707, 4.974, -2.830)  0.348
H (-0.369, 5.494, -1.273)  0.635
H (-0.191, 5.123, 0.419)  0.615
H (-1.489, 2.604, -2.077)  0.491
H (-2.119, 4.064, -2.780)  0.205
H (-3.223, 2.845, -1.877)  0.411
H (-1.605, 1.862, -0.006)  0.382
H (-2.831, 2.806, 0.977)  0.589
H (-0.328, 0.907, 3.716)  0.399
H (0.121, 0.383, 2.163)  0.411
H (-1.629, 0.615, 2.477)  0.368
H (-2.541, 2.839, 3.708)  0.326
H (-2.349, 4.587, 3.218)  0.289
H (-1.377, 3.804, 4.576)  0.338
H (-3.337, 4.936, 1.017)  0.361
H (-3.886, 4.803, -0.718)  0.515
H (-5.261, 7.208, 0.333)  0.347
H (-5.054, 7.415, -1.474)  0.338
H (-4.759, 8.725, -0.288)  0.350
H (-2.737, 8.091, -2.580)  0.387
H (-3.457, 6.434, -2.763)  0.335
H (-1.654, 6.615, -2.501)  0.274
C (-3.638, -5.979, -0.211)  -1.281
C (-3.610, -4.511, -0.316)  1.147
C (-4.466, -3.853, -1.344)  -1.615
C (-3.534, -3.728, 0.969)  -1.423
Sb (-1.260, -4.110, -1.021)  0.454
C (0.405, -5.761, -0.423)  1.376
C (1.795, -5.146, -0.398)  -1.468
C (0.290, -6.743, -1.530)  -1.440
C (-0.040, -6.385, 0.909)  -1.828
C (-0.854, -3.410, -3.148)  1.311
C (0.653, -3.355, -3.372)  -1.375
C (-1.576, -2.085, -3.261)  -1.623
C (-1.552, -4.438, -4.028)  -1.433
H (-4.689, -6.323, -0.287)  0.425
H (-3.330, -6.186, 0.809)  0.364
H (-3.034, -6.514, -0.915)  0.205
H (-5.507, -3.856, -0.946)  0.533
H (-4.500, -4.402, -2.315)  0.267
H (-4.258, -2.796, -1.443)  0.309
H (-4.524, -3.563, 1.481)  0.355
H (-3.182, -2.707, 1.071)  0.374
H (-2.921, -4.285, 1.685)  0.322
H (1.980, -4.271, -1.041)  0.135
H (2.471, -5.943, -0.710)  0.418
H (2.099, -4.873, 0.598)  0.432
H (0.691, -6.334, -2.522)  0.227
H (-0.711, -7.007, -1.894)  0.297
H (0.799, -7.715, -1.320)  0.443
H (-0.416, -5.711, 1.678)  0.313
H (0.879, -6.777, 1.374)  0.533
H (-0.717, -7.184, 0.732)  0.364
H (1.174, -3.162, -2.380)  0.143
H (1.080, -2.501, -3.988)  0.356
H (1.087, -4.286, -3.698)  0.290
H (-1.354, -1.356, -2.425)  0.315
H (-2.664, -2.257, -3.329)  0.320
H (-1.261, -1.501, -4.176)  0.455
H (-0.994, -5.306, -4.352)  0.345
H (-1.805, -3.945, -4.996)  0.445
H (-2.557, -4.668, -3.591)  0.216
S (5.203, 3.894, 3.332)  -0.388
C (6.356, 2.939, 2.364)  -0.113
N (7.430, 2.302, 3.009)  -0.056
C (8.257, 1.497, 2.312)  0.010
C (8.178, 1.374, 0.944)  -0.763
C (7.025, 1.965, 0.383)  0.165
N (6.134, 2.669, 1.064)  -0.284
H (7.452, 2.339, 4.047)  0.309
H (9.016, 0.980, 2.910)  0.376
H (8.874, 0.814, 0.332)  0.371
H (6.816, 1.853, -0.679)  0.415
C (3.896, -3.161, 5.980)  -0.605
O (3.247, -2.836, 4.708)  -0.107
C (3.575, -1.495, 4.369)  -0.693
O (2.856, -1.049, 3.510)  -0.299
H (3.098, -3.511, 6.692)  0.173
H (4.513, -2.295, 6.311)  0.335
H (4.538, -3.983, 5.844)  0.205


no.,strongest force on any atom (eV/A)
1,7.6
2,3.9